12
Properties=species:S:1:pos:R:3:forces:R:3:mulliken_charge:R:1 method="wB97M-V/def2-TZVPD" energy_ev=-4722.9772 smiles="CCC=[NH2+]" e_lumo_ev=-5.241 total_charge=+1 gap_ev=11.40 mol_weight_g_mol=58.10
C 0.740567 -0.306607 -0.361940 -0.073 -1.326 -1.749 0.14
C -0.237369 0.597189 0.173774 -0.185 2.555 1.102 -0.34
C -1.646160 0.012634 0.354202 2.566 -1.400 0.385 -1.15
N 2.034858 -0.435243 -0.389521 -0.010 -0.589 1.375 -0.28
H 0.194952 -1.040834 -0.975225 0.720 -0.108 0.057 0.25
H -0.403126 1.439638 -0.499766 0.436 -0.214 -1.249 0.32
H 0.093615 1.284902 0.962232 0.226 -0.766 0.626 0.38
H -2.373019 0.710462 0.239229 -1.968 2.302 -1.027 0.39
H -1.773629 -0.225496 1.383440 -0.013 -1.272 0.674 0.31
H -1.744501 -0.780143 -0.379185 -0.567 -0.373 0.375 0.37
H 2.452936 -1.307520 -0.781552 -0.580 1.124 0.102 0.31
H 2.660875 0.051017 0.274311 -0.552 0.067 -0.672 0.30